Computed, not measured: a cluster of 6 separate species, C25H45FN4O18 in total in a non-equilibrium geometry, with wB97M-V/def2-TZVPD.

- Maximum force: 7.426 eV Å⁻¹
- Multiplicity: 1
- HOMO energy: -8.66 eV
- DFT total energy: -2652.7792 hartree
- Net charge: 0

XYZ file:
```
93
Properties=species:S:1:pos:R:3:mulliken_charge:R:1
N 4.68 -5.89 2.65 -0.6550
C 4.43 -4.54 2.05 0.3714
N 4.46 -3.54 3.17 -0.6837
N 5.47 -4.13 1.09 -0.5494
C 2.96 -4.64 1.40 -1.3014
C 2.43 -3.19 1.18 0.4697
C 1.65 -2.53 2.24 0.8162
C 1.25 -3.18 3.61 -0.9547
C -0.34 -3.37 3.55 -0.0964
F -0.61 -4.01 2.29 -0.3438
C 1.18 -1.13 2.03 -0.5125
C 1.53 -0.47 0.75 -0.3465
O 1.16 0.86 0.47 -0.5136
C 2.28 -1.24 -0.24 -0.0403
N 2.71 -2.55 -0.02 0.5340
C 3.46 -3.17 -1.16 0.0451
O 4.60 -2.79 -1.48 -0.5961
O 2.88 -4.09 -1.85 -0.6931
H 5.18 -5.78 3.54 0.2796
H 5.38 -6.36 2.06 0.3027
H 5.37 -3.68 3.63 0.3077
H 4.54 -2.60 2.77 0.2770
H 5.56 -4.78 0.30 0.3143
H 5.31 -3.17 0.79 0.2536
H 2.99 -5.19 0.41 0.4962
H 2.25 -5.24 2.05 0.3642
H 1.50 -2.52 4.49 0.3724
H 1.72 -4.18 3.79 0.1745
H -0.87 -2.37 3.47 0.2388
H -0.75 -3.94 4.42 0.2631
H 0.60 -0.59 2.82 0.4061
H 1.84 1.45 0.85 0.3410
H 2.52 -0.75 -1.22 0.6311
C -2.96 -5.25 7.80 -0.6136
O -2.52 -4.33 8.79 -0.3328
C -1.70 -3.38 8.34 0.8924
O -1.32 -3.25 7.20 -0.5149
O -1.36 -2.59 9.37 -0.3466
C -0.48 -1.52 9.03 -0.6302
H -3.62 -5.97 8.28 0.2052
H -3.52 -4.73 7.02 0.2762
H -2.11 -5.78 7.37 0.2887
H -0.94 -0.85 8.30 0.2634
H 0.47 -1.91 8.64 0.2973
H -0.28 -0.95 9.93 0.2143
C 5.62 -0.37 -2.61 -0.5203
O 5.82 0.57 -3.68 -0.3511
C 4.69 0.94 -4.29 0.7941
O 3.58 0.55 -4.02 -0.5533
O 5.01 1.81 -5.26 -0.3444
C 3.89 2.28 -6.01 -0.3498
H 6.60 -0.59 -2.19 0.2755
H 5.00 0.07 -1.83 0.1943
H 5.19 -1.29 -2.99 0.3363
H 3.19 2.82 -5.36 0.0391
H 3.38 1.46 -6.51 0.2851
H 4.26 2.98 -6.76 0.2343
C 0.53 3.95 -4.18 -0.7239
O 0.71 4.88 -5.25 -0.3134
C -0.42 5.25 -5.86 0.7943
O -1.53 4.86 -5.59 -0.5430
O -0.10 6.11 -6.83 -0.3295
C -1.23 6.59 -7.57 -0.4809
H 1.51 3.72 -3.76 0.1977
H -0.10 4.38 -3.40 0.3528
H 0.09 3.02 -4.55 0.3392
H -1.92 7.13 -6.92 0.2814
H -1.73 5.77 -8.08 0.1522
H -0.86 7.28 -8.33 0.2545
C -4.51 -0.50 9.30 -0.3071
O -4.79 0.60 8.43 -0.3259
C -4.69 0.30 7.13 0.8071
O -4.38 -0.77 6.67 -0.5362
O -4.98 1.40 6.43 -0.3298
C -4.90 1.23 5.01 -0.6060
H -4.62 -0.15 10.33 0.2464
H -5.21 -1.32 9.14 0.2815
H -3.48 -0.84 9.17 -0.0077
H -5.62 0.49 4.68 0.2879
H -3.89 0.96 4.71 0.2720
H -5.16 2.19 4.56 0.2219
C -4.38 4.20 -8.28 -0.6596
O -4.20 5.13 -9.34 -0.2648
C -5.34 5.49 -9.95 0.7516
O -6.44 5.11 -9.68 -0.5324
O -5.02 6.36 -10.93 -0.3073
C -6.14 6.84 -11.67 -0.6295
H -3.40 3.98 -7.86 0.1910
H -5.00 4.63 -7.49 0.3214
H -4.82 3.27 -8.64 0.3325
H -6.84 7.38 -11.02 0.2914
H -6.65 6.01 -12.17 0.2907
H -5.77 7.53 -12.42 0.2182
```